[1]
{"formula": "C20H16N2O2", "method": "ωB97M-V/def2-TZVPD", "e_above_lowest_kcal_mol": 36.2, "homo_energy_ev": -6.51, "e_tot_ha": -1031.693261, "smiles": "O=C1C=CC(=C2Nc3ccccc3N2Cc2ccc(O)cc2)C=C1", "gap_ev": 6.40, "elements": ["O", "C", "C", "C", "C", "C", "N", "C", "C", "C", "C", "C", "C", "N", "C", "C", "C", "C", "C", "O", "C", "C", "C", "C", "H", "H", "H", "H", "H", "H", "H", "H", "H", "H", "H", "H", "H", "H", "H", "H"], "positions_angstrom": [[2.1783, 1.7372, 5.4996], [1.9784, 1.3264, 4.3372], [2.1472, 2.2000, 3.2547], [1.9853, 1.7358, 1.9400], [1.6325, 0.4260, 1.6848], [1.5456, -0.0869, 0.3496], [2.3428, -1.0561, -0.0586], [2.0157, -1.4349, -1.3539], [2.5031, -2.4259, -2.1688], [1.9976, -2.4856, -3.4436], [1.0004, -1.6128, -3.8953], [0.4822, -0.6361, -3.0205], [0.9776, -0.5809, -1.7198], [0.6753, 0.2468, -0.6681], [-0.2850, 1.3527, -0.6628], [-1.7002, 0.9019, -0.5024], [-2.0910, 0.2277, 0.6760], [-3.4148, -0.1985, 0.8499], [-4.3836, -0.0046, -0.1184], [-5.6898, -0.3676, 0.0951], [-3.9840, 0.5966, -1.3422], [-2.6546, 1.0486, -1.5359], [1.4197, -0.4134, 2.7812], [1.5893, 0.0245, 4.0896], [2.5021, 3.2149, 3.4232], [2.2885, 2.4180, 1.1287], [3.0605, -1.5161, 0.5002], [3.3145, -3.0506, -1.8131], [2.3829, -3.2437, -4.0966], [0.6679, -1.7123, -4.9248], [-0.3108, 0.0483, -3.3276], [-0.1057, 2.0654, 0.1682], [-0.2223, 1.9149, -1.5833], [-1.3457, -0.0554, 1.4235], [-3.7365, -0.7172, 1.7543], [-6.1993, -0.1045, -0.6936], [-4.7130, 0.7528, -2.1271], [-2.4114, 1.5457, -2.4855], [1.1047, -1.4501, 2.6280], [1.4556, -0.6310, 4.9580]], "nbo_charge": [-0.692, 0.362, -0.291, -0.174, -0.333, 0.552, -0.505, 0.174, -0.244, -0.203, -0.203, -0.208, 0.098, -0.327, -0.261, -0.005, -0.204, -0.251, 0.307, -0.656, -0.289, -0.207, -0.186, -0.287, 0.219, 0.198, 0.448, 0.227, 0.222, 0.228, 0.226, 0.263, 0.218, 0.234, 0.231, 0.482, 0.207, 0.211, 0.197, 0.222]}

=====

[2]
{"formula": "C20H16NO8ReS2", "method": "ωB97M-V/def2-TZVPD", "e_above_lowest_kcal_mol": 21.7, "homo_energy_ev": [-12.01, -12.73], "e_tot_ha": -2302.886531, "s_squared": 3.7630, "spin_multiplicity": 4, "gap_ev": [7.60, 8.13], "charge": 1, "elements": ["Re", "O", "C", "O", "C", "C", "C", "C", "C", "N", "C", "O", "O", "H", "H", "H", "O", "S", "C", "C", "C", "C", "C", "C", "C", "C", "C", "C", "C", "C", "H", "H", "H", "H", "H", "H", "H", "H", "H", "H", "C", "S", "O", "O", "O", "H", "H", "H"], "positions_angstrom": [[-0.8372, 0.3115, -0.9657], [-4.1198, -1.1616, 0.9237], [-3.0665, -1.0236, 0.3829], [-2.5057, 0.1571, 0.0743], [-2.1561, -2.1668, 0.0134], [-2.3647, -3.5143, 0.2093], [-1.3477, -4.3904, -0.1661], [-0.1588, -3.9081, -0.7075], [-0.0330, -2.5452, -0.8798], [-1.0240, -1.7336, -0.5293], [1.1617, -1.7930, -1.4068], [2.1927, -2.3207, -1.6923], [0.9214, -0.4778, -1.4778], [-3.2936, -3.8540, 0.6452], [-1.4806, -5.4550, -0.0291], [0.6550, -4.5577, -0.9972], [-0.6900, 2.1658, -0.0991], [0.0229, 2.4696, 1.2634], [-0.1145, 0.9681, 2.1898], [-1.2832, 0.8285, 2.9284], [-1.5531, -0.3897, 3.5323], [-0.6551, -1.4413, 3.4005], [0.5183, -1.2860, 2.6696], [0.7952, -0.0789, 2.0461], [1.7572, 2.5339, 0.8795], [2.1542, 2.5567, -0.4486], [3.5093, 2.6681, -0.7315], [4.4298, 2.7721, 0.2990], [4.0087, 2.7685, 1.6240], [2.6634, 2.6537, 1.9261], [-1.9795, 1.6529, 3.0154], [-2.4622, -0.5165, 4.1032], [-0.8659, -2.3878, 3.8813], [1.2221, -2.1045, 2.5878], [1.7075, 0.0524, 1.4786], [1.4323, 2.4851, -1.2480], [3.8395, 2.6743, -1.7608], [5.4833, 2.8600, 0.0716], [4.7295, 2.8538, 2.4252], [2.3312, 2.6463, 2.9574], [-2.3285, 1.6490, -4.4740], [-1.1141, 0.6149, -3.7482], [-1.7851, -0.4716, -2.9805], [-0.1570, 0.2241, -4.7183], [-0.5016, 1.4683, -2.6053], [-2.6518, 1.1687, -5.3943], [-1.8520, 2.6029, -4.6899], [-3.1537, 1.7720, -3.7777]], "nbo_charge": [1.945, -0.501, 0.758, -0.712, 0.119, -0.177, -0.113, -0.177, 0.127, -0.475, 0.749, -0.502, -0.713, 0.266, 0.248, 0.268, -0.896, 1.309, -0.326, -0.171, -0.187, -0.168, -0.229, -0.155, -0.305, -0.143, -0.198, -0.172, -0.177, -0.217, 0.246, 0.244, 0.236, 0.237, 0.243, 0.235, 0.238, 0.235, 0.235, 0.234, -0.889, 2.370, -0.964, -0.870, -0.909, 0.275, 0.273, 0.261]}

=====

[3]
{"formula": "C20H17Br2EuN7OS", "method": "ωB97M-V/def2-TZVPD", "e_above_lowest_kcal_mol": 80.9, "homo_energy_ev": [-4.08, -6.62], "e_tot_ha": -7487.338910, "s_squared": 15.8012, "spin_multiplicity": 8, "gap_ev": [4.15, 4.12], "elements": ["Eu", "N", "C", "S", "N", "N", "C", "C", "C", "C", "C", "C", "N", "H", "H", "H", "H", "H", "H", "H", "Br", "C", "C", "C", "Br", "C", "C", "C", "C", "N", "C", "C", "O", "H", "H", "H", "H", "C", "N", "C", "C", "N", "C", "H", "H", "H", "H", "H", "H"], "positions_angstrom": [[-0.5245, 0.3496, -0.6177], [-1.2391, -1.2544, -4.9198], [-0.9951, -0.5381, -3.8136], [-2.2536, -0.2732, -2.6984], [0.3191, -0.1554, -3.7465], [0.5618, 0.6305, -2.7041], [1.8591, 1.0276, -2.5647], [2.1257, 2.0550, -1.6370], [3.3617, 2.7478, -1.6385], [3.5179, 3.8495, -0.8423], [2.4535, 4.2647, -0.0274], [1.3010, 3.5018, -0.0233], [1.1270, 2.4117, -0.7668], [-2.1443, -1.6683, -5.0541], [-0.4769, -1.4636, -5.5425], [2.6357, 0.6408, -3.2146], [4.1479, 2.4144, -2.3023], [4.4462, 4.4052, -0.8563], [2.5238, 5.1435, 0.5961], [0.4821, 3.7591, 0.6394], [1.0752, -3.9287, -2.3163], [-0.4600, -3.6847, -1.2301], [-1.3925, -4.7137, -1.1694], [-2.5119, -4.5575, -0.3867], [-3.7384, -6.0064, -0.2978], [-2.7669, -3.3680, 0.3219], [-3.9083, -3.1348, 1.1317], [-4.0588, -1.8925, 1.7472], [-3.1345, -0.8977, 1.5308], [-2.0355, -1.0645, 0.7607], [-1.8158, -2.3151, 0.2171], [-0.6064, -2.5051, -0.5151], [0.3325, -1.5458, -0.5266], [-1.2282, -5.6276, -1.7208], [-4.6421, -3.9150, 1.2648], [-4.9140, -1.6901, 2.3786], [-3.2708, 0.0878, 1.9664], [2.7777, 1.5134, 4.0523], [1.5427, 1.5126, 3.2892], [0.4442, 2.3121, 3.4937], [-0.4486, 1.9746, 2.5240], [0.0774, 0.9796, 1.7331], [1.2690, 0.7319, 2.2256], [2.5531, 1.5942, 5.1132], [3.4156, 2.3416, 3.7473], [3.2963, 0.5744, 3.8756], [0.4025, 3.0233, 4.2989], [-1.4377, 2.3706, 2.3641], [1.9557, -0.0169, 1.8611]], "lowdin_charge": [1.736, 0.102, -0.868, 0.579, 0.034, -0.244, -0.070, -0.300, -0.026, -0.075, -0.065, -0.158, -0.013, 0.096, 0.108, 0.121, 0.114, 0.107, 0.100, 0.098, 0.718, -0.634, -0.208, -0.633, 0.731, -0.214, -0.090, -0.117, -0.211, -0.101, -0.221, -0.454, -0.354, 0.085, 0.055, 0.091, 0.079, -0.004, -0.119, -0.057, -0.148, -0.070, -0.156, 0.095, 0.094, 0.095, 0.122, 0.105, 0.143]}

=====

[4]
{"formula": "C20H17BrCl5N3O6P2Pt", "method": "ωB97M-V/def2-TZVPD", "homo_energy_ev": [-7.09, -7.09], "e_tot_ha": -7065.112776, "gap_ev": [5.55, 5.55], "elements": ["Pt", "Br", "C", "C", "C", "C", "C", "C", "N", "C", "C", "C", "C", "C", "C", "N", "H", "H", "H", "H", "H", "H", "H", "H", "H", "N", "C", "C", "P", "O", "O", "O", "P", "O", "O", "O", "H", "H", "H", "H", "H", "H", "H", "H", "Cl", "C", "C", "C", "Cl", "C", "Cl", "C", "Cl", "C", "Cl"], "positions_angstrom": [[-0.7954, 0.0459, -0.3703], [6.4121, 2.4804, -1.7453], [4.7623, 1.5378, -1.8170], [3.5678, 2.2383, -1.6783], [2.3761, 1.5582, -1.6534], [2.3536, 0.1464, -1.7231], [3.5745, -0.5325, -1.9604], [4.7627, 0.1572, -1.9798], [1.2215, -0.4954, -1.4162], [0.5180, -2.5882, -0.6822], [-0.9131, -2.7792, -0.8273], [-1.4616, -4.0687, -0.8432], [-2.8228, -4.2426, -0.8787], [-3.6271, -3.1017, -0.9429], [-3.0346, -1.8614, -0.8986], [-1.7069, -1.6808, -0.7981], [3.5842, 3.3133, -1.5838], [1.4398, 2.0824, -1.5515], [3.5622, -1.6078, -2.0455], [5.6998, -0.3645, -2.1034], [1.0451, -3.5448, -0.5916], [-0.7954, -4.9159, -0.8365], [-3.2597, -5.2292, -0.8775], [-4.6997, -3.1797, -1.0057], [-3.6488, -0.9734, -0.9289], [0.5600, -0.1418, 3.4652], [1.1937, 0.2530, 2.1912], [2.6632, 0.5763, 2.3264], [0.1954, 1.7515, 1.6844], [1.0992, 2.9987, 2.1503], [-1.0215, 1.7093, 2.5268], [0.0777, 1.8603, 0.1719], [0.8039, -1.3735, 1.0284], [2.4046, -1.7485, 0.9451], [0.1831, -2.2450, 2.0822], [1.2123, -1.8516, -1.6445], [1.1476, -0.0458, 4.2907], [0.2576, -1.1531, 3.2826], [-0.2926, 0.4785, 3.5170], [2.8197, 1.4064, 3.0183], [3.0471, 0.8713, 1.3508], [3.2388, -0.2895, 2.6503], [1.7322, 3.2556, 1.4820], [2.4904, -2.6822, 1.1415], [-1.5563, 1.8537, -2.8476], [-2.7005, 1.9730, -1.5715], [-2.5137, 1.1163, -0.4970], [-3.4291, 1.1624, 0.5449], [-3.2563, 0.0047, 1.7999], [-4.4854, 2.0703, 0.5449], [-5.5711, 2.1522, 1.8661], [-4.6557, 2.9173, -0.5499], [-5.9551, 4.0340, -0.5751], [-3.7765, 2.8529, -1.6307], [-4.0300, 3.8416, -3.0074]], "nbo_charge": [0.825, 0.037, -0.117, -0.231, -0.256, 0.200, -0.259, -0.218, -0.364, -0.115, 0.179, -0.216, -0.130, -0.244, 0.079, -0.421, 0.224, 0.248, 0.227, 0.225, 0.212, 0.229, 0.229, 0.236, 0.232, -0.766, -0.505, -0.650, 2.371, -0.989, -1.127, -1.078, 1.803, -1.020, -1.164, -0.373, 0.414, 0.472, 0.476, 0.223, 0.249, 0.232, 0.505, 0.495, 0.039, -0.002, -0.277, -0.079, 0.053, -0.092, 0.063, -0.082, 0.063, -0.124, 0.062]}

=====

[5]
{"formula": "C20H17ClF3N5O3", "method": "ωB97M-V/def2-TZVPD", "e_above_lowest_kcal_mol": 0.0, "homo_energy_ev": -8.52, "e_tot_ha": -2031.532320, "smiles": "O=C(NCc1oc(C(F)(F)F)nc1-c1cccc(Cl)c1)Nc1ccc(N2CC(O)C2)nc1", "gap_ev": 8.57, "elements": ["O", "C", "N", "C", "C", "O", "C", "C", "F", "F", "F", "N", "C", "C", "C", "C", "C", "C", "Cl", "C", "N", "C", "C", "C", "C", "N", "C", "C", "O", "C", "N", "C", "H", "H", "H", "H", "H", "H", "H", "H", "H", "H", "H", "H", "H", "H", "H", "H", "H"], "positions_angstrom": [[-0.7817, -0.2941, 0.7376], [-0.6277, 0.6017, -0.1244], [-1.0385, 0.4184, -1.4203], [-1.4557, -0.9464, -1.8049], [-1.3903, -1.1189, -3.3173], [-1.0262, -0.0617, -4.1291], [-1.0007, -0.6344, -5.3847], [-0.8720, 0.2289, -6.6592], [-0.7321, 1.4231, -6.0548], [0.2130, -0.0673, -7.5172], [-2.0764, 0.2584, -7.4503], [-1.0510, -1.9170, -5.4102], [-1.3955, -2.2626, -4.1075], [-1.6892, -3.6505, -3.5564], [-1.2475, -4.7560, -4.3587], [-1.5129, -6.0621, -4.0057], [-2.2709, -6.3678, -2.8250], [-2.6457, -5.2855, -2.0202], [-3.3610, -5.5565, -0.3875], [-2.3846, -4.0035, -2.3431], [0.0003, 1.7969, 0.2076], [0.7892, 2.1678, 1.3036], [1.0451, 3.6012, 1.5629], [1.5504, 4.0362, 2.7766], [1.7996, 3.0753, 3.7541], [2.3079, 3.6039, 4.9624], [1.4961, 3.6333, 6.1845], [2.4903, 2.7193, 6.8844], [3.1882, 3.1772, 8.0174], [3.3233, 2.6612, 5.5594], [1.5866, 1.8183, 3.5695], [1.1321, 1.3892, 2.3653], [-0.5441, 0.9654, -2.0907], [-0.9013, -1.7231, -1.1731], [-2.4873, -1.0057, -1.4826], [-0.6078, -4.8265, -5.2031], [-1.1082, -6.7666, -4.6919], [-2.4714, -7.4067, -2.5804], [-2.7680, -3.2096, -1.6645], [-0.0039, 2.4720, -0.5251], [0.7906, 4.2657, 0.8239], [1.7945, 5.1164, 2.9202], [0.5622, 3.0480, 6.0473], [1.1947, 4.5229, 6.5561], [2.0636, 1.7618, 7.1606], [3.5162, 4.1031, 7.8253], [3.4125, 1.6768, 5.1436], [4.3575, 3.0510, 5.4968], [0.8372, 0.3291, 2.4291]], "nbo_charge": [-0.654, 0.784, -0.623, -0.275, 0.275, -0.402, 0.369, 0.961, -0.306, -0.305, -0.323, -0.382, 0.043, 0.036, -0.217, -0.190, -0.224, 0.009, -0.027, -0.271, -0.608, 0.098, -0.176, -0.235, 0.349, -0.453, -0.240, 0.096, -0.702, -0.251, -0.439, 0.001, 0.396, 0.263, 0.228, 0.230, 0.218, 0.236, 0.235, 0.386, 0.197, 0.234, 0.185, 0.195, 0.186, 0.463, 0.211, 0.191, 0.228]}

=====

Please write out number 1 again, unchanged.
{"formula": "C20H16N2O2", "method": "ωB97M-V/def2-TZVPD", "e_above_lowest_kcal_mol": 36.2, "homo_energy_ev": -6.51, "e_tot_ha": -1031.693261, "smiles": "O=C1C=CC(=C2Nc3ccccc3N2Cc2ccc(O)cc2)C=C1", "gap_ev": 6.40, "elements": ["O", "C", "C", "C", "C", "C", "N", "C", "C", "C", "C", "C", "C", "N", "C", "C", "C", "C", "C", "O", "C", "C", "C", "C", "H", "H", "H", "H", "H", "H", "H", "H", "H", "H", "H", "H", "H", "H", "H", "H"], "positions_angstrom": [[2.1783, 1.7372, 5.4996], [1.9784, 1.3264, 4.3372], [2.1472, 2.2000, 3.2547], [1.9853, 1.7358, 1.9400], [1.6325, 0.4260, 1.6848], [1.5456, -0.0869, 0.3496], [2.3428, -1.0561, -0.0586], [2.0157, -1.4349, -1.3539], [2.5031, -2.4259, -2.1688], [1.9976, -2.4856, -3.4436], [1.0004, -1.6128, -3.8953], [0.4822, -0.6361, -3.0205], [0.9776, -0.5809, -1.7198], [0.6753, 0.2468, -0.6681], [-0.2850, 1.3527, -0.6628], [-1.7002, 0.9019, -0.5024], [-2.0910, 0.2277, 0.6760], [-3.4148, -0.1985, 0.8499], [-4.3836, -0.0046, -0.1184], [-5.6898, -0.3676, 0.0951], [-3.9840, 0.5966, -1.3422], [-2.6546, 1.0486, -1.5359], [1.4197, -0.4134, 2.7812], [1.5893, 0.0245, 4.0896], [2.5021, 3.2149, 3.4232], [2.2885, 2.4180, 1.1287], [3.0605, -1.5161, 0.5002], [3.3145, -3.0506, -1.8131], [2.3829, -3.2437, -4.0966], [0.6679, -1.7123, -4.9248], [-0.3108, 0.0483, -3.3276], [-0.1057, 2.0654, 0.1682], [-0.2223, 1.9149, -1.5833], [-1.3457, -0.0554, 1.4235], [-3.7365, -0.7172, 1.7543], [-6.1993, -0.1045, -0.6936], [-4.7130, 0.7528, -2.1271], [-2.4114, 1.5457, -2.4855], [1.1047, -1.4501, 2.6280], [1.4556, -0.6310, 4.9580]], "nbo_charge": [-0.692, 0.362, -0.291, -0.174, -0.333, 0.552, -0.505, 0.174, -0.244, -0.203, -0.203, -0.208, 0.098, -0.327, -0.261, -0.005, -0.204, -0.251, 0.307, -0.656, -0.289, -0.207, -0.186, -0.287, 0.219, 0.198, 0.448, 0.227, 0.222, 0.228, 0.226, 0.263, 0.218, 0.234, 0.231, 0.482, 0.207, 0.211, 0.197, 0.222]}